--- A ---
{
  "formula": "C3H9S3",
  "method": "the ωB97M-V functional and the def2-TZVPD basis",
  "homo_energy_ev": -2.5,
  "mol_weight_g_mol": 141.31,
  "charge": -1,
  "gap_ev": 5.275,
  "lumo_energy_ev": 2.8084,
  "symbols": ["C", "C", "S", "H", "H", "H", "H", "H", "C", "S", "S", "H", "H", "H", "H"],
  "coordinates": [[-1.102, 3.581, -1.756], [-0.374, 2.545, -0.905], [-1.425, 1.909, 0.447], [-1.453, 4.403, -1.127], [-1.998, 3.137, -2.194], [-0.468, 4.008, -2.547], [0.525, 2.994, -0.476], [-0.045, 1.725, -1.555], [-0.811, -1.419, 0.191], [0.896, -1.636, -0.367], [1.712, -2.730, 1.166], [-1.346, -2.367, 0.152], [-1.287, -0.731, -0.510], [-0.792, -0.921, 1.152], [2.125, -1.723, 1.956]],
  "mulliken_charge": [-1.08, -0.37, -0.70, 0.25, 0.28, 0.33, 0.23, 0.14, -0.70, -0.06, -0.28, 0.36, 0.19, 0.27, 0.15]
}

=====

--- B ---
{
  "formula": "C3H9S3",
  "method": "the ωB97M-V functional and the def2-TZVPD basis",
  "homo_energy_ev": -2.3,
  "mol_weight_g_mol": 141.31,
  "charge": -1,
  "gap_ev": 5.224,
  "lumo_energy_ev": 2.9386,
  "symbols": ["C", "S", "H", "H", "H", "C", "S", "S", "C", "H", "H", "H", "H", "H", "H"],
  "coordinates": [[-1.018, 2.175, 2.372], [-1.581, 2.392, 0.655], [-0.184, 2.868, 2.608], [-1.846, 2.395, 3.074], [-0.689, 1.125, 2.546], [-0.980, 0.447, -1.568], [-0.167, -0.748, -0.485], [1.384, -1.424, -1.814], [2.055, -2.685, -0.693], [-0.378, 1.369, -1.585], [-1.164, 0.069, -2.589], [-1.944, 0.754, -1.168], [1.214, -3.194, -0.173], [2.681, -3.425, -1.233], [2.618, -2.117, 0.053]],
  "mulliken_charge": [-0.66, -0.68, 0.17, 0.18, 0.13, -1.01, -0.03, -0.13, -0.78, 0.33, 0.37, 0.31, 0.23, 0.29, 0.28]
}

=====

Most stable: A. Least stable: B.

=====

--- A ---
{
  "formula": "CH3N3O",
  "method": "the ωB97M-V functional and the def2-TZVPD basis",
  "homo_energy_ev": [-8.7, -8.7],
  "mol_weight_g_mol": 73.06,
  "charge": 0,
  "gap_ev": [6.828, 6.827],
  "lumo_energy_ev": [-1.8273, -1.8274],
  "symbols": ["C", "N", "N", "N", "O", "H", "H", "H"],
  "coordinates": [[1.549, -1.254, 0.663], [1.134, -0.631, -0.341], [2.066, -2.256, 1.183], [-1.530, 0.578, -0.858], [0.581, 0.375, -0.711], [-1.526, 1.419, -1.334], [2.479, -2.267, 2.044], [-1.677, 0.836, 0.081]],
  "mulliken_charge": [0.40, 0.15, -0.44, -0.44, -0.41, 0.23, 0.26, 0.24]
}

=====

--- B ---
{
  "formula": "CH3N3O",
  "method": "the ωB97M-V functional and the def2-TZVPD basis",
  "homo_energy_ev": -9.5,
  "mol_weight_g_mol": 73.06,
  "charge": 0,
  "gap_ev": 9.088,
  "lumo_energy_ev": -0.3958,
  "smiles": "N=C=N.N=O",
  "symbols": ["N", "C", "N", "H", "H", "N", "O", "H"],
  "coordinates": [[1.589, 0.335, -1.289], [1.374, 0.226, -0.126], [1.030, -0.361, 0.849], [1.006, 0.687, -2.029], [1.185, -0.258, 1.860], [-2.044, -0.273, 0.626], [-1.513, 0.596, -0.032], [-2.625, -0.952, 0.141]],
  "mulliken_charge": [-0.52, 0.41, -0.40, 0.28, 0.25, -0.01, -0.21, 0.21]
}

=====

--- C ---
{
  "formula": "CH3N3O",
  "method": "the ωB97M-V functional and the def2-TZVPD basis",
  "homo_energy_ev": [-11.0, -10.9],
  "mol_weight_g_mol": 73.06,
  "charge": 0,
  "gap_ev": [9.920, 9.664],
  "lumo_energy_ev": [-1.0553, -1.2024],
  "symbols": ["C", "N", "N", "N", "O", "H", "H", "H"],
  "coordinates": [[-2.246, 0.116, 0.281], [-3.083, 0.617, 0.844], [0.344, -0.590, -0.570], [1.932, -0.277, 1.042], [0.730, -0.374, 0.646], [1.206, -0.696, -1.232], [-1.405, -0.379, -0.095], [2.762, -0.513, 0.470]],
  "mulliken_charge": [0.11, -0.34, -0.45, -0.27, 0.14, 0.26, 0.32, 0.23]
}

=====

Most stable: B. Least stable: A.

=====

--- A ---
{
  "formula": "C6H10O3",
  "method": "the ωB97M-V functional and the def2-TZVPD basis",
  "homo_energy_ev": -9.6,
  "mol_weight_g_mol": 130.14,
  "charge": 0,
  "gap_ev": 9.704,
  "lumo_energy_ev": 0.0575,
  "smiles": "O=CC(=O)O.C=C(C)C",
  "symbols": ["O", "C", "C", "O", "O", "H", "H", "C", "C", "C", "C", "H", "H", "H", "H", "H", "H", "H", "H"],
  "coordinates": [[2.976, -0.857, -0.416], [1.996, -0.366, -0.902], [1.429, 0.991, -0.515], [0.679, 1.612, -1.228], [1.885, 1.439, 0.646], [1.476, -0.787, -1.780], [1.532, 2.322, 0.844], [0.152, -1.344, 0.606], [-0.844, -0.504, 0.328], [-1.221, 0.623, 1.236], [-1.639, -0.594, -0.933], [0.364, -2.199, -0.013], [0.728, -1.263, 1.512], [-2.224, 0.460, 1.628], [-1.238, 1.560, 0.678], [-0.531, 0.707, 2.072], [-1.379, 0.250, -1.574], [-1.436, -1.517, -1.469], [-2.705, -0.531, -0.720]],
  "mulliken_charge": [-0.47, 0.01, 0.64, -0.57, -0.42, 0.39, 0.38, -1.37, 1.19, -1.27, -1.27, 0.43, 0.31, 0.44, 0.28, 0.32, 0.26, 0.33, 0.41]
}

=====

--- B ---
{
  "formula": "C6H10O3",
  "method": "the ωB97M-V functional and the def2-TZVPD basis",
  "homo_energy_ev": -9.4,
  "mol_weight_g_mol": 130.14,
  "charge": 0,
  "gap_ev": 9.858,
  "lumo_energy_ev": 0.4335,
  "symbols": ["C", "C", "C", "C", "C", "C", "H", "H", "H", "H", "H", "H", "H", "H", "H", "H", "O", "O", "O"],
  "coordinates": [[1.227, -0.586, -0.476], [2.023, 0.442, 0.530], [-0.179, 0.473, 0.962], [-1.668, 0.791, 0.951], [-1.560, -0.331, -0.152], [-0.137, 0.126, -0.508], [1.588, -1.241, -2.329], [1.098, -1.621, -0.127], [2.690, 1.027, -0.049], [2.541, -0.095, 1.355], [-0.016, -0.358, 1.587], [-2.311, 0.592, 1.892], [-1.860, 1.785, 0.608], [-1.646, -1.306, 0.260], [-2.297, -1.144, -1.643], [-0.079, 0.994, -1.130], [2.058, -0.617, -1.686], [1.001, 1.341, 1.169], [-2.474, -0.273, -1.213]],
  "mulliken_charge": [-0.05, -0.63, 0.07, -0.69, -0.01, -0.05, 0.32, 0.27, 0.41, 0.26, 0.35, 0.24, 0.29, 0.34, 0.34, 0.19, -0.58, -0.52, -0.57]
}

=====

Most stable: A. Least stable: B.

=====

--- A ---
{
  "formula": "C3H4NO",
  "method": "the ωB97M-V functional and the def2-TZVPD basis",
  "homo_energy_ev": -17.1,
  "mol_weight_g_mol": 70.07,
  "charge": 1,
  "gap_ev": 11.708,
  "lumo_energy_ev": -5.3626,
  "symbols": ["C", "C", "C", "N", "O", "H", "H", "H", "H"],
  "coordinates": [[-0.681, 2.553, -0.578], [-0.042, -0.935, -1.213], [-0.223, 0.306, 0.986], [-0.024, -0.428, -0.189], [-1.414, 3.024, -1.294], [0.538, 1.119, 0.958], [0.062, -1.049, -2.261], [-0.091, -0.153, 2.050], [-1.204, 0.955, 1.013]],
  "mulliken_charge": [0.10, 0.11, -0.73, 0.11, -0.12, 0.43, 0.41, 0.33, 0.36]
}

=====

--- B ---
{
  "formula": "C3H4NO",
  "method": "the ωB97M-V functional and the def2-TZVPD basis",
  "homo_energy_ev": -15.4,
  "mol_weight_g_mol": 70.07,
  "charge": 1,
  "gap_ev": 9.707,
  "lumo_energy_ev": -5.6583,
  "smiles": "C#[N+]CC=O",
  "symbols": ["C", "N", "C", "C", "O", "H", "H", "H", "H"],
  "coordinates": [[0.902, 1.583, 0.968], [0.669, 0.526, 0.531], [0.237, -0.607, 0.025], [-1.075, -0.469, -0.834], [-1.533, 0.604, -1.123], [1.311, 2.522, 1.104], [-0.101, -1.525, 0.711], [1.033, -1.173, -0.469], [-1.442, -1.462, -0.912]],
  "mulliken_charge": [0.12, 0.10, -0.48, 0.18, -0.38, 0.45, 0.31, 0.36, 0.34]
}

=====

--- C ---
{
  "formula": "C3H4NO",
  "method": "the ωB97M-V functional and the def2-TZVPD basis",
  "homo_energy_ev": [-17.6, -17.6],
  "mol_weight_g_mol": 70.07,
  "charge": 1,
  "gap_ev": [9.146, 9.147],
  "lumo_energy_ev": [-8.4328, -8.4316],
  "symbols": ["C", "C", "C", "N", "O", "H", "H", "H", "H"],
  "coordinates": [[0.843, -1.401, 0.817], [0.329, -0.648, -0.332], [-0.116, 0.352, 0.701], [0.566, -2.190, 1.721], [0.654, -0.348, 1.729], [1.076, -0.301, -1.151], [-0.633, -1.169, -0.764], [0.572, 1.350, 0.642], [-1.168, 0.573, 0.896]],
  "mulliken_charge": [0.53, -0.31, -0.25, -0.04, -0.13, 0.31, 0.29, 0.27, 0.33]
}

=====

--- D ---
{
  "formula": "C3H4NO",
  "method": "the ωB97M-V functional and the def2-TZVPD basis",
  "homo_energy_ev": -17.0,
  "mol_weight_g_mol": 70.07,
  "charge": 1,
  "gap_ev": 10.131,
  "lumo_energy_ev": -6.8208,
  "symbols": ["C", "C", "C", "N", "O", "H", "H", "H", "H"],
  "coordinates": [[0.307, -0.944, 0.010], [-1.346, 0.390, -0.109], [0.871, 0.460, 0.027], [-0.392, 1.202, -0.033], [-0.968, -0.946, 0.000], [0.791, -2.005, -0.056], [-2.460, 0.560, -0.038], [1.497, 0.523, 0.939], [1.700, 0.760, -0.741]],
  "mulliken_charge": [0.30, 0.04, -0.34, -0.24, -0.13, 0.39, 0.35, 0.29, 0.34]
}

=====

Most stable: D. Least stable: C.

=====

--- A ---
{
  "formula": "C3H4NO",
  "method": "the ωB97M-V functional and the def2-TZVPD basis",
  "homo_energy_ev": [-16.5, -16.5],
  "mol_weight_g_mol": 70.07,
  "charge": 1,
  "gap_ev": [8.083, 8.022],
  "lumo_energy_ev": [-8.4351, -8.4591],
  "symbols": ["C", "C", "C", "N", "O", "H", "H", "H", "H"],
  "coordinates": [[-0.533, -1.209, 0.050], [-1.842, -0.556, 0.047], [0.228, 0.996, 0.076], [0.515, -0.436, 0.012], [-1.083, 1.183, 0.032], [-0.297, -2.218, -0.022], [0.757, 1.628, 0.849], [0.747, 1.405, -0.690], [1.508, -0.794, -0.354]],
  "mulliken_charge": [0.07, -0.04, -0.21, -0.07, -0.34, 0.45, 0.37, 0.38, 0.38]
}

=====

--- B ---
{
  "formula": "C3H4NO",
  "method": "the ωB97M-V functional and the def2-TZVPD basis",
  "homo_energy_ev": -16.5,
  "mol_weight_g_mol": 70.07,
  "charge": 1,
  "gap_ev": 10.717,
  "lumo_energy_ev": -5.8039,
  "symbols": ["C", "C", "C", "N", "O", "H", "H", "H", "H"],
  "coordinates": [[0.446, -2.236, 0.157], [-2.478, 1.999, -0.050], [0.931, 0.235, -0.071], [0.718, -1.145, -0.142], [-3.385, 2.602, 0.286], [0.608, -3.283, 0.114], [0.072, 0.779, -0.447], [1.645, 0.685, -0.750], [1.443, 0.364, 0.904]],
  "mulliken_charge": [0.10, 0.08, -0.40, 0.13, -0.10, 0.40, 0.17, 0.28, 0.34]
}

=====

--- C ---
{
  "formula": "C3H4NO",
  "method": "the ωB97M-V functional and the def2-TZVPD basis",
  "homo_energy_ev": -17.9,
  "mol_weight_g_mol": 70.07,
  "charge": 1,
  "gap_ev": 10.435,
  "lumo_energy_ev": -7.4168,
  "symbols": ["C", "C", "C", "N", "O", "H", "H", "H", "H"],
  "coordinates": [[0.425, 1.921, -0.074], [-0.641, -0.980, 0.235], [0.613, -0.416, -0.188], [0.024, 2.976, 0.060], [1.006, 0.772, -0.350], [-0.561, -1.979, -0.222], [-0.986, -0.988, 1.190], [-1.437, -0.280, -0.096], [1.556, -1.026, -0.557]],
  "mulliken_charge": [0.42, -0.96, 0.40, -0.18, -0.21, 0.28, 0.42, 0.40, 0.43]
}

=====

Most stable: B. Least stable: A.

=====

--- A ---
{
  "formula": "C3H7N2OS",
  "method": "the ωB97M-V functional and the def2-TZVPD basis",
  "homo_energy_ev": -13.7,
  "mol_weight_g_mol": 119.17,
  "charge": 1,
  "gap_ev": 9.544,
  "lumo_energy_ev": -4.1264,
  "symbols": ["C", "C", "C", "N", "N", "O", "S", "H", "H", "H", "H", "H", "H", "H"],
  "coordinates": [[1.066, -0.055, 1.006], [-1.007, -0.042, -0.583], [-1.521, -0.172, 0.778], [0.300, -0.630, -0.591], [2.305, 0.060, 0.900], [1.184, -0.270, -1.569], [-0.205, 0.366, 1.982], [-1.464, -0.715, -1.269], [-0.913, 0.886, -1.032], [-2.430, 0.421, 1.017], [-1.920, -1.129, 1.088], [2.566, 0.018, -0.088], [2.802, 0.036, 1.768], [0.775, 0.475, -2.194]],
  "mulliken_charge": [0.44, -0.63, -0.52, -0.17, -0.19, -0.41, -0.02, 0.31, 0.44, 0.41, 0.40, 0.30, 0.27, 0.37]
}

=====

--- B ---
{
  "formula": "C3H7N2OS",
  "method": "the ωB97M-V functional and the def2-TZVPD basis",
  "homo_energy_ev": -13.6,
  "mol_weight_g_mol": 119.17,
  "charge": 1,
  "gap_ev": 7.402,
  "lumo_energy_ev": -6.1615,
  "symbols": ["C", "C", "C", "N", "N", "O", "S", "H", "H", "H", "H", "H", "H", "H"],
  "coordinates": [[-2.689, 1.567, 0.254], [-1.420, 1.437, 0.436], [1.381, -2.163, -0.424], [1.036, 0.865, -0.383], [1.662, -0.950, 0.139], [2.661, -0.674, 0.697], [-0.386, 1.046, -0.908], [-3.371, 1.871, 1.033], [-3.057, 1.430, -0.766], [-0.756, 1.707, 1.195], [2.136, -2.979, -0.377], [0.928, -2.036, -1.396], [0.519, -2.424, 0.092], [1.357, 1.304, 0.408]],
  "mulliken_charge": [-0.53, 0.01, -0.77, -0.25, 0.42, -0.32, 0.27, 0.26, 0.20, 0.32, 0.34, 0.33, 0.39, 0.33]
}

=====

--- C ---
{
  "formula": "C3H7N2OS",
  "method": "the ωB97M-V functional and the def2-TZVPD basis",
  "homo_energy_ev": -14.5,
  "mol_weight_g_mol": 119.17,
  "charge": 1,
  "gap_ev": 10.740,
  "lumo_energy_ev": -3.7632,
  "symbols": ["C", "C", "C", "N", "N", "O", "S", "H", "H", "H", "H", "H", "H", "H"],
  "coordinates": [[0.808, -2.974, -0.341], [-0.238, 0.561, 0.005], [-0.915, -0.254, -1.029], [-0.912, 1.566, 0.473], [0.912, 0.097, 0.486], [0.926, -4.103, -0.179], [1.626, 1.145, 1.751], [2.371, 2.102, 1.134], [-0.350, -0.575, -1.892], [-1.511, -1.158, -0.601], [-1.614, 0.388, -1.628], [-1.698, 2.026, 0.108], [-0.633, 2.089, 1.311], [1.230, -0.909, 0.400]],
  "mulliken_charge": [0.09, 0.94, -1.17, -0.32, -0.17, -0.13, -0.22, 0.23, 0.37, 0.30, 0.34, 0.25, 0.18, 0.31]
}

=====

--- D ---
{
  "formula": "C3H7N2OS",
  "method": "the ωB97M-V functional and the def2-TZVPD basis",
  "homo_energy_ev": [-13.8, -12.6],
  "mol_weight_g_mol": 119.17,
  "charge": 1,
  "gap_ev": [9.339, 5.953],
  "lumo_energy_ev": [-4.4963, -6.6598],
  "symbols": ["C", "C", "C", "N", "N", "O", "S", "H", "H", "H", "H", "H", "H", "H"],
  "coordinates": [[0.416, 0.194, 0.271], [-1.259, -1.215, -0.378], [-0.041, -1.349, -1.306], [-0.823, -0.137, 0.495], [0.971, -0.436, -0.783], [0.330, 2.580, 1.682], [1.125, 3.414, 2.580], [-2.215, -0.964, -0.855], [-1.424, -2.156, 0.187], [0.384, -2.277, -1.158], [-0.170, -1.075, -2.449], [-1.486, 0.208, 1.098], [1.883, -0.495, -1.007], [2.309, 3.709, 1.622]],
  "mulliken_charge": [0.29, -0.37, -0.38, -0.03, -0.06, -0.37, 0.24, 0.30, 0.27, 0.31, 0.29, 0.18, 0.17, 0.18]
}

=====

Most stable: C. Least stable: B.